The following is a quantum chemistry calculation of C5H12N2O in the gas phase at a distorted geometry, from OMol25.

Results
Charge = 0
Energy above the lowest of the compared OMol25 structures with the same formula, charge and spin = 613.3 kJ/mol
2S+1 = 1
F_max = 0.079 Eh/bohr
Gap between HOMO and LUMO = 5.912 eV
LUMO level = -1.66 eV
E = -382.268939 Eh

Geometry as XYZ:
```
20
Properties=species:S:1:pos:R:3:forces:R:3
H 2.247015 -0.745435 3.126900 0.30 0.52 -0.07
H 0.914740 0.916752 -0.568120 0.15 -0.25 0.51
O 2.802064 -0.137532 1.136509 -0.29 1.07 1.01
H -2.443736 -0.790822 -2.502443 0.46 -0.21 0.22
H 1.909264 -1.836331 1.783749 -0.37 0.14 0.27
C 1.882295 -0.766464 2.101381 1.50 -1.31 -1.38
C -0.093388 0.561201 -0.386271 -0.69 1.26 -2.17
N -2.684980 1.224773 -2.287573 0.59 -0.90 0.21
H -2.057406 1.641944 -2.968770 -0.17 0.24 0.29
N 0.629948 -0.180177 2.005683 -1.68 0.73 -1.09
H 0.096729 -0.091858 -2.342326 -0.29 -0.98 -0.21
H 3.242238 -0.767254 0.578037 0.08 -0.69 -0.01
H -0.704271 1.327802 0.096666 -0.05 -0.24 0.01
C -0.059602 -0.546083 0.892672 0.65 -3.19 2.42
C -2.095508 -0.048803 -1.773608 -1.25 -0.75 -0.87
H 0.330166 -1.472176 0.435484 0.25 0.15 -0.15
H -2.618712 -0.276590 -0.843436 0.03 -0.02 0.11
C -0.635218 -0.056352 -1.540086 0.89 2.67 0.99
H -2.837323 1.812328 -1.491103 0.16 0.79 0.02
H -1.107654 -0.797410 1.069484 -0.29 0.98 -0.12
```
Positions in Å, forces in eV/Å.